No. 1
Here is the molecule C3H2N2O from OMol25. Energies are from ωB97M-V with the def2-TZVPD basis set.

Output
2S+1: 1
Energy above the lowest of the compared OMol25 structures with the same formula, charge and spin, kJ/mol: 776.44
E_tot, eV: -8161.6656
E_LUMO (alpha / beta), hartree: -0.0402 / -0.0402
Orbital gap (alpha / beta), eV: 9.70 / 9.70
HOMO energy (alpha / beta), eV: -10.8 / -10.8

Positions of all 8 atoms, in Å:
C 0.5835 -1.5724 -0.0458
C -0.4750 -0.8705 0.0149
C 0.8839 0.1427 -0.0455
N -0.2181 1.1274 0.0524
N -1.1755 0.2786 0.0645
O -2.5531 0.3626 -0.0521
H 1.5781 0.3054 0.9190
H 1.3761 0.2264 -0.9073

What are the Mulliken partial charges on each atom? They are as follows, in elementary charge units: C -0.64; C 0.46; C -0.09; N -0.51; N 0.76; O -0.54; H 0.27; H 0.29

No. 2
Here is a cluster of 3 separate species, C19H43BN7O5S2 in total from OMol25. Energies are from ωB97M-V with the def2-TZVPD basis set.

Output
Total charge: +1
2S+1: 1
E_tot, eV: -63410.7370
E_LUMO, hartree: -0.1417
Orbital gap, eV: 7.48
HOMO energy, eV: -11.3

Positions of all 77 atoms, in Å:
C 1.0344 5.8160 -2.3196
C -0.3250 5.7560 -1.6085
N -1.0941 4.5189 -1.8488
C -2.1725 4.4357 -0.8376
C -3.0217 3.1734 -0.9153
C -0.2799 3.3748 -1.7845
S 0.8268 3.0437 -0.6299
S -0.5269 2.3188 -3.1723
C -0.0687 0.6672 -2.6008
C -1.0271 0.0352 -1.5887
C -0.4693 -0.1022 -0.1648
N 0.2447 -1.3764 0.0886
C 1.4993 -1.5251 -0.6961
C 2.5750 -0.4836 -0.3680
C 3.9751 -1.0864 -0.6753
C 4.8748 -0.0791 -1.3384
O 5.6980 0.5793 -0.7488
O 4.7488 0.0398 -2.6900
C 0.3249 -1.7161 1.3739
N 1.4157 -2.3479 1.9363
N -0.7738 -1.4848 2.2075
B -0.6071 -0.3049 3.1335
N 0.2267 -0.3696 4.3290
O -1.2837 0.8811 2.8736
H 1.8290 5.7540 -1.5859
H 1.1450 5.0846 -3.1121
H 1.1343 6.7950 -2.7782
H -0.1973 5.9760 -0.5477
H -0.9344 6.5617 -2.0092
H -1.7508 4.5181 0.1660
H -2.8312 5.2765 -1.0316
H -4.0204 3.3782 -0.5430
H -3.1247 2.8814 -1.9560
H -2.6225 2.3692 -0.3063
H 0.9614 0.6973 -2.2655
H -0.0763 0.0598 -3.5017
H -1.9725 0.5568 -1.5385
H -1.2519 -0.9759 -1.9243
H 0.1624 0.7493 0.0774
H -1.3297 -0.0460 0.4916
H 1.2754 -1.5489 -1.7506
H 1.9088 -2.4973 -0.4881
H 2.5024 -0.2024 0.6772
H 2.4712 0.4335 -0.9446
H 4.4085 -1.4254 0.2556
H 3.8309 -1.9190 -1.3567
H 3.8475 -0.1681 -2.9575
H 1.5899 -3.3132 1.7208
H 2.0246 -1.8620 2.5675
H -0.7785 -2.3017 2.8187
H -0.3623 -0.4619 5.1525
H 0.7149 0.5137 4.4244
H -0.8500 1.3826 2.1742
C -3.5150 -1.5221 5.4538
O -3.9425 -2.6371 5.6550
N -3.9892 -0.3895 5.9954
C -3.4153 0.9096 5.6967
C -5.1205 -0.4774 6.9081
H -2.6597 -1.3422 4.7698
H -3.0584 1.3815 6.6142
H -4.1758 1.5464 5.2417
H -2.5842 0.8104 5.0034
H -4.8624 -1.1070 7.7592
H -5.9734 -0.9255 6.3991
H -5.3856 0.5164 7.2574
C 2.0498 -4.4052 -3.1014
O 2.4403 -3.3430 -2.6224
N 2.0859 -4.7123 -4.3958
C 1.6091 -5.9893 -4.9027
C 2.6235 -3.7358 -5.3342
H 1.6305 -5.2076 -2.4747
H 2.4224 -6.5144 -5.4037
H 0.7995 -5.8259 -5.6145
H 1.2420 -6.6053 -4.0853
H 3.6559 -3.5023 -5.0752
H 2.0413 -2.8153 -5.2856
H 2.5836 -4.1370 -6.3421

What are the Mulliken partial charges on each atom? They are as follows, in elementary charge units: C -1.19; C -0.40; N 0.04; C -0.53; C -0.87; C -0.06; S -0.17; S -0.07; C -0.45; C -1.41; C -0.43; N 0.45; C -1.46; C 0.22; C -0.65; C 0.26; O -0.55; O -0.50; C -0.28; N -0.27; N -0.21; B 0.87; N -0.48; O -0.67; H 0.33; H 0.30; H 0.38; H 0.30; H 0.47; H 0.36; H 0.49; H 0.49; H 0.29; H -0.08; H 0.01; H 0.39; H 0.65; H 0.40; H 0.23; H 0.63; H 0.36; H 0.68; H 0.23; H 0.25; H 0.37; H 0.36; H 0.38; H 0.23; H 0.17; H 0.46; H 0.29; H 0.25; H 0.32; C 0.18; O -0.60; N 0.07; C -0.62; C -0.97; H 0.10; H 0.33; H 0.36; H 0.00; H 0.30; H 0.31; H 0.39; C 0.09; O -0.65; N 0.14; C -0.92; C -0.89; H 0.28; H 0.35; H 0.36; H 0.29; H 0.30; H 0.23; H 0.38

No. 3
Here is a cluster of 6 separate species, C18H48ClN2O11 in total from OMol25. Energies are from ωB97M-V with the def2-TZVPD basis set.

Output
Total charge: -1
2S+1: 1
E_tot, eV: -57456.8543
E_LUMO, hartree: 0.0889
Orbital gap, eV: 7.98
HOMO energy, eV: -5.6

Positions of all 80 atoms, in Å:
Cl -1.6427 0.3556 0.0908
O -0.4391 -0.3878 0.4211
O -2.1865 -0.0271 -1.1788
O -2.6096 0.2491 1.1721
O -1.2647 1.7788 -0.0862
C 2.2499 -2.7252 -3.2638
C 1.9269 -3.7697 -4.2668
O 1.5970 -5.0123 -3.5444
H 2.6276 -3.1669 -2.3417
H 1.3540 -2.1912 -2.9470
H 3.0307 -2.0614 -3.6351
H 2.7928 -3.8965 -4.9166
H 1.0306 -3.4972 -4.8240
H 0.6839 -4.8686 -3.2852
C -5.2322 -3.7750 -0.8778
C -6.2344 -2.6717 -0.4401
O -7.5685 -3.1071 -0.7659
H -5.0396 -4.0151 -1.9234
H -5.5752 -4.7270 -0.4725
H -4.2457 -3.5946 -0.4506
H -6.0279 -1.6551 -0.7747
H -5.9938 -2.4644 0.6026
H -7.8420 -2.6433 -1.5607
C 1.8829 -5.1612 2.6800
C 3.0563 -4.3290 3.2295
O 2.6900 -2.9731 2.9673
H 1.5316 -4.8316 1.7022
H 1.0326 -4.9629 3.3326
H 1.9881 -6.2378 2.5460
H 3.8222 -4.6013 2.5033
H 3.4287 -4.4225 4.2496
H 2.4234 -2.9133 2.0470
C 5.2035 2.3283 -5.6443
O 4.0599 3.0842 -5.5311
C 3.5625 3.1642 -6.8853
C 2.3097 4.0653 -6.9947
N 1.0249 3.4895 -6.7222
C 0.7618 3.3202 -5.2916
C -0.7922 3.1410 -5.4149
O -1.5296 4.3755 -5.7873
C -2.7552 4.1400 -6.4527
H 4.9525 1.2751 -5.7698
H 5.6177 2.3172 -4.6361
H 5.9759 2.7745 -6.2707
H 3.4393 2.1485 -7.2613
H 4.2923 3.6418 -7.5391
H 2.3156 4.1835 -8.0783
H 2.3744 5.0189 -6.4708
H 0.2493 4.0535 -7.0392
H 0.9672 4.1246 -4.5853
H 1.1609 2.3673 -4.9440
H -1.0771 3.0671 -4.3654
H -1.1693 2.2520 -5.9203
H -2.6040 3.6664 -7.4228
H -3.2719 5.0820 -6.6367
H -3.4392 3.4974 -5.8985
C 0.9669 3.8687 7.6338
O 1.0190 2.7011 6.8584
C 1.5972 1.5112 7.4664
C 1.7210 0.3470 6.4566
N 0.3796 -0.0310 5.8958
C -0.4274 -0.7460 6.8619
C -1.9434 -0.9392 6.4674
O -2.4980 0.3377 5.9483
C -3.9283 0.1868 5.6865
H 0.3933 4.7060 7.2363
H 2.0151 4.0595 7.8641
H 0.4755 3.6498 8.5818
H 1.0205 1.3882 8.3832
H 2.5899 1.6882 7.8803
H 2.1963 -0.4647 7.0074
H 2.3643 0.5973 5.6130
H 0.7485 -0.7238 5.2602
H -0.3601 -0.2406 7.8253
H 0.0003 -1.7419 6.9777
H -2.5426 -1.3200 7.2945
H -2.0649 -1.5433 5.5682
H -3.9710 -0.6718 5.0164
H -4.3133 1.0123 5.0878
H -4.3144 0.0966 6.7019

What are the Mulliken partial charges on each atom? They are as follows, in elementary charge units: Cl 1.53; O -0.60; O -0.64; O -0.60; O -0.69; C -0.85; C -0.25; O -0.54; H 0.26; H 0.30; H 0.26; H 0.29; H 0.22; H 0.30; C -0.95; C -0.20; O -0.52; H 0.27; H 0.29; H 0.32; H 0.28; H 0.20; H 0.30; C -1.08; C -0.09; O -0.48; H 0.30; H 0.27; H 0.32; H 0.19; H 0.30; H 0.26; C -0.81; O -0.29; C -0.61; C -0.74; N -0.35; C -0.37; C -0.85; O -0.35; C -0.72; H 0.33; H 0.28; H 0.32; H 0.37; H 0.42; H 0.40; H 0.40; H 0.23; H 0.34; H 0.28; H 0.48; H 0.39; H 0.31; H 0.24; H 0.31; C -0.73; O -0.27; C -0.64; C -0.69; N -0.27; C -0.58; C -0.70; O -0.28; C -0.71; H 0.24; H 0.30; H 0.28; H 0.35; H 0.44; H 0.35; H 0.39; H 0.23; H 0.33; H 0.39; H 0.38; H 0.37; H 0.29; H 0.23; H 0.29

No. 4
Here is a cluster of 10 separate species, C24H44Cl16O6 in total from OMol25. Energies are from ωB97M-V with the def2-TZVPD basis set.

Output
2S+1: 1
Energy above the lowest of the compared OMol25 structures with the same formula, charge and spin, kJ/mol: 107.38
E_tot, eV: -238247.0367
E_LUMO, hartree: -0.0010
Orbital gap, eV: 10.62
HOMO energy, eV: -10.6
SMILES: C[C@H]1COC(=O)O1.C[C@H]1COC(=O)O1.ClCCCl.ClCCCl.ClCCCl.ClCCCl.ClCCCl.ClCCCl.ClCCCl.ClCCCl

Positions of all 90 atoms, in Å:
Cl 5.8648 6.2277 2.0074
C 4.6748 4.9838 1.5930
C 5.3215 3.8092 0.7777
Cl 4.0903 2.6341 0.4028
H 3.8348 5.4457 1.0742
H 4.2503 4.5534 2.5000
H 6.1094 3.3004 1.3331
H 5.6910 4.0890 -0.2089
Cl 0.8249 4.4399 2.3536
C 0.4087 6.2079 2.6273
C -0.6057 6.7196 1.5562
Cl -0.8811 8.4383 1.9245
H 1.3726 6.7137 2.6825
H 0.0334 6.2721 3.6486
H -1.5891 6.2538 1.6197
H -0.3181 6.6836 0.5055
Cl -5.8985 -1.4802 -1.2517
C -4.4424 -0.5590 -0.6773
C -3.2791 -1.4815 -0.2915
Cl -3.7328 -2.6289 0.9619
H -4.7598 -0.0184 0.2145
H -4.1472 0.1611 -1.4405
H -2.4799 -0.9629 0.2380
H -2.8930 -1.9748 -1.1834
Cl 2.7152 -2.5556 2.7372
C 3.0199 -3.6065 1.2885
C 2.7763 -5.1350 1.4847
Cl 3.9212 -5.7172 2.7175
H 3.9886 -3.2509 0.9374
H 2.2989 -3.2375 0.5590
H 2.8794 -5.6794 0.5460
H 1.7696 -5.2814 1.8761
Cl -0.7888 1.9619 -0.8788
C 0.8478 1.6372 -0.2414
C 1.0446 0.2583 0.4900
Cl 0.4321 -1.1866 -0.3396
H 1.1144 2.4023 0.4877
H 1.5284 1.7565 -1.0845
H 0.4378 0.2874 1.3951
H 2.1009 0.1000 0.7071
Cl -1.7969 -4.4209 -1.8747
C -1.1594 -4.7603 -0.3025
C -0.6125 -6.1959 -0.2282
Cl 0.7943 -6.5568 -1.3449
H -1.8375 -4.4972 0.5093
H -0.3467 -4.0490 -0.1555
H -1.4236 -6.8686 -0.5069
H -0.2241 -6.4084 0.7678
Cl 4.6061 2.9744 -4.0769
C 3.1016 2.1420 -4.6125
C 3.3419 0.5632 -4.4463
Cl 2.8887 -0.0189 -2.7901
H 3.0378 2.5002 -5.6400
H 2.2504 2.4603 -4.0106
H 4.3475 0.2450 -4.7210
H 2.7031 0.0161 -5.1397
Cl -3.8185 2.7373 1.0899
C -2.5954 2.7730 2.4157
C -3.2272 2.0108 3.5660
Cl -3.6366 0.3118 3.1079
H -2.3907 3.8006 2.7161
H -1.7314 2.2205 2.0464
H -4.1753 2.4113 3.9249
H -2.4618 2.0470 4.3411
C -1.4709 0.7841 -3.8695
C -1.4759 0.5390 -5.4474
C -2.1772 1.5617 -6.3020
O -1.2273 2.0656 -7.2508
C -0.0144 1.5231 -6.9513
O 1.0352 1.7599 -7.5410
O -0.1308 0.6392 -5.9325
H -0.6363 0.2598 -3.4040
H -2.3777 0.5003 -3.3355
H -1.3468 1.8277 -3.5804
H -1.7632 -0.4982 -5.6199
H -2.4293 2.4010 -5.6539
H -3.1165 1.1546 -6.6763
C -0.8186 -2.5703 3.1964
C -0.6193 -3.7550 4.1553
C -1.8760 -4.0149 5.0351
O -2.2967 -5.2375 4.5476
C -1.5047 -5.6942 3.5657
O -1.6675 -6.7250 3.0024
O -0.5374 -4.8361 3.3011
H -0.9062 -1.6164 3.7166
H -1.7258 -2.7351 2.6151
H -0.0766 -2.4801 2.4031
H 0.2542 -3.5359 4.7693
H -2.6359 -3.2493 4.8780
H -1.6281 -4.0868 6.0941

What are the Mulliken partial charges on each atom? They are as follows, in elementary charge units: Cl -0.20; C -0.30; C -0.57; Cl -0.08; H 0.25; H 0.26; H 0.33; H 0.32; Cl -0.18; C -0.63; C -0.27; Cl -0.20; H 0.41; H 0.37; H 0.16; H 0.34; Cl -0.21; C -0.21; C 0.14; Cl -0.21; H 0.17; H 0.24; H -0.20; H 0.26; Cl -0.19; C -0.24; C 0.24; Cl -0.21; H 0.45; H -0.07; H 0.31; H -0.24; Cl -0.18; C 0.19; C -0.54; Cl -0.14; H -0.15; H 0.07; H 0.36; H 0.36; Cl -0.21; C 0.64; C -0.52; Cl -0.22; H 0.03; H -0.32; H 0.47; H 0.14; Cl -0.22; C -0.32; C -0.48; Cl -0.10; H 0.28; H 0.24; H 0.41; H 0.19; Cl -0.18; C 0.23; C -0.67; Cl -0.11; H 0.19; H -0.21; H 0.40; H 0.33; C -1.26; C 0.36; C -0.45; O -0.34; C 0.62; O -0.56; O -0.28; H 0.31; H 0.28; H 0.43; H 0.31; H 0.28; H 0.33; C -0.55; C 0.46; C -0.44; O -0.38; C 0.50; O -0.55; O -0.10; H 0.45; H -0.04; H -0.20; H 0.28; H 0.25; H 0.31

No. 5
Here is a cluster of 3 separate species, C22H45BO7 in total from OMol25. Energies are from ωB97M-V with the def2-TZVPD basis set.

Output
2S+1: 1
E_tot, eV: -38552.3997
E_LUMO, hartree: 0.0191
Orbital gap, eV: 10.40
HOMO energy, eV: -9.9
SMILES: CC(=O)OCCCCCCCCBCCCCO.CCOC(C)=O.CCOC(C)=O

Positions of all 75 atoms, in Å:
C -5.5890 2.9574 3.4848
C -4.3775 2.5729 2.6773
O -3.6630 1.5877 2.9211
O -4.2002 3.3865 1.6125
C -3.1119 3.0594 0.7307
C -3.3698 1.8163 -0.1068
C -2.4153 1.7340 -1.3150
C -1.3062 0.6686 -1.2350
C -0.6158 0.5217 0.1369
C -0.6926 -0.8778 0.7915
C -1.3417 -0.9084 2.1972
C -2.6701 -1.6779 2.2375
B -3.4889 -1.5922 3.5660
C -4.7798 -2.4633 3.7786
C -5.5857 -2.8670 2.5273
C -6.7139 -1.8696 2.1648
C -6.5650 -1.2247 0.7763
O -6.1211 0.1302 0.8125
H -5.4500 2.5923 4.5010
H -6.4603 2.4571 3.0520
H -5.7729 4.0284 3.4623
H -3.0134 3.9398 0.0914
H -2.1953 2.9525 1.3116
H -4.4102 1.8256 -0.4358
H -3.2324 0.9422 0.5367
H -1.9769 2.7162 -1.5165
H -3.0298 1.5062 -2.1920
H -0.5426 0.9565 -1.9632
H -1.7073 -0.2883 -1.5792
H 0.4421 0.7646 -0.0054
H -0.9899 1.2672 0.8396
H 0.3048 -1.3219 0.8215
H -1.2857 -1.5276 0.1367
H -0.6607 -1.4186 2.8870
H -1.4935 0.1088 2.5629
H -2.4829 -2.7325 2.0044
H -3.3295 -1.2903 1.4435
H -3.1491 -0.8755 4.4619
H -4.4325 -3.3856 4.2679
H -5.4501 -1.9898 4.5014
H -4.9388 -2.9807 1.6555
H -6.0251 -3.8543 2.7003
H -7.6718 -2.3894 2.1943
H -6.7297 -1.0641 2.9000
H -7.5354 -1.1913 0.2758
H -5.8897 -1.8162 0.1507
H -5.2789 0.1493 1.2681
O 2.1649 3.1856 -2.6210
C 2.7947 2.1750 -2.7463
O 2.2486 1.0265 -2.2936
C 2.8245 -0.2576 -2.5379
C 3.8996 -0.6070 -1.5293
C 4.1903 2.1482 -3.3152
H 3.1889 -0.3252 -3.5641
H 1.9864 -0.9481 -2.4511
H 4.7486 0.0742 -1.5873
H 4.2650 -1.6195 -1.7061
H 3.4934 -0.5554 -0.5189
H 4.8978 2.3620 -2.5151
H 4.2692 2.9314 -4.0642
H 4.4684 1.2040 -3.7755
O 7.4533 1.4867 -2.4963
C 8.0314 0.4439 -2.6067
O 7.4102 -0.6746 -2.1845
C 7.9425 -1.9845 -2.4007
C 8.9260 -2.3879 -1.3228
C 9.4413 0.3609 -3.1407
H 8.3715 -2.0633 -3.4003
H 7.0714 -2.6369 -2.3767
H 9.8033 -1.7412 -1.3155
H 9.2589 -3.4136 -1.4817
H 8.4549 -2.3228 -0.3426
H 10.1296 0.5471 -2.3172
H 9.5668 1.1477 -3.8790
H 9.6935 -0.5902 -3.6020

What are the Mulliken partial charges on each atom? They are as follows, in elementary charge units: C -1.16; C 0.83; O -0.55; O -0.37; C -0.60; C 0.70; C -1.23; C -0.49; C -0.24; C -0.97; C -0.65; C -0.73; B 0.38; C -0.94; C -0.49; C -0.69; C -0.54; O -0.53; H 0.33; H 0.24; H 0.36; H 0.39; H 0.32; H 0.58; H -0.76; H 0.39; H 0.32; H 0.01; H 0.49; H 0.51; H 0.11; H 0.36; H 0.44; H 0.55; H 0.16; H 0.45; H 0.12; H -0.16; H 0.27; H 0.42; H 0.41; H 0.42; H 0.36; H 0.41; H 0.36; H 0.29; H 0.14; O -0.58; C 0.84; O -0.34; C -0.55; C -0.70; C -1.08; H 0.34; H 0.39; H 0.11; H 0.33; H 0.29; H 0.27; H 0.40; H 0.27; O -0.51; C 0.82; O -0.32; C -0.42; C -1.02; C -1.16; H 0.36; H 0.33; H 0.28; H 0.38; H 0.31; H 0.29; H 0.32; H 0.36

| no. | molar mass (u) |
| --- | --- |
| 1 | 82.06 |
| 2 | 524.54 |
| 3 | 504.04 |
| 4 | 995.86 |
| 5 | 432.41 |